1.
The following is a DFT calculation (ωB97M-V with the def2-TZVPD basis set) of C22H34FMnN3SSi2 as an isolated structure at a distorted geometry.

The geometry in XYZ format:
```
64
Properties=species:S:1:pos:R:3:forces:R:3:nbo_charge:R:1
Mn 0.193422 -0.398217 -0.875357 0.27 -0.17 1.07 1.471
C -1.111938 3.058917 -1.513727 0.01 0.06 -0.05 -1.120
Si -1.231501 2.270456 0.189994 0.18 -0.06 -0.04 1.810
C 0.446811 2.530654 0.996539 0.02 0.02 0.03 -1.129
C -2.526272 3.218836 1.149156 -0.12 0.03 0.06 -1.137
N -1.461708 0.583763 -0.041207 0.08 -0.13 -0.21 -1.273
C -2.321794 -0.303366 0.560694 -0.05 0.17 0.03 0.120
C -3.221174 -0.018913 1.609280 0.07 0.02 -0.03 -0.260
C -4.045667 -0.986601 2.162711 0.00 0.03 0.00 -0.198
C -4.027583 -2.298297 1.710017 0.03 -0.01 -0.02 -0.259
C -3.161473 -2.627445 0.674722 -0.06 -0.03 0.02 -0.279
C -2.369200 -1.642352 0.146438 0.01 0.06 0.00 0.370
F -1.527646 -1.991615 -0.898419 -0.05 -0.08 -0.22 -0.396
H -0.783608 4.101494 -1.442506 -0.02 -0.08 -0.02 0.233
H -2.074053 3.043449 -2.035579 0.06 -0.01 0.04 0.223
H -0.381240 2.522776 -2.128844 -0.03 0.05 -0.03 0.215
H 0.736208 3.584317 1.072137 -0.08 -0.07 0.00 0.233
H 1.219358 2.029654 0.402656 0.05 0.01 0.05 0.219
H 0.474153 2.088043 1.996781 0.01 0.01 -0.05 0.243
H -2.307366 4.288112 1.066358 -0.02 -0.04 0.01 0.238
H -2.526992 2.960850 2.210907 0.00 0.06 -0.04 0.236
H -3.531680 3.048622 0.752803 0.05 0.02 0.04 0.238
H -3.248736 0.990289 1.994212 -0.04 -0.07 0.03 0.212
H -4.711356 -0.710975 2.971828 0.02 0.02 -0.01 0.209
H -4.661571 -3.053526 2.152969 0.00 0.01 0.00 0.212
H -3.095387 -3.633735 0.280377 0.02 0.03 -0.01 0.225
C 2.053324 -1.622362 4.279205 -0.14 -0.02 -0.02 -1.118
Si 3.651339 -1.234857 3.413856 0.16 0.03 0.04 1.645
C 4.461315 0.193016 4.326633 0.05 0.02 0.03 -1.108
C 4.820684 -2.692899 3.505071 0.03 -0.07 0.01 -1.112
C 3.548573 -0.692309 1.604935 -0.05 0.05 -0.08 -0.526
C 4.670708 -0.071678 1.071703 -0.08 -0.04 0.07 -0.109
C 4.690912 0.431190 -0.227663 0.06 -0.02 0.00 -0.309
C 3.533541 0.331487 -0.959584 -0.11 -0.01 -0.08 0.063
N 2.435954 -0.274356 -0.495417 -0.28 0.20 -0.04 -0.645
C 2.430621 -0.828984 0.745158 0.09 -0.02 -0.09 0.107
S 0.974640 -1.686355 1.133176 0.04 0.05 -0.10 -0.368
H 2.266304 -1.777981 5.341961 0.00 0.02 -0.03 0.230
H 1.575187 -2.515665 3.878211 0.01 0.03 0.04 0.257
H 1.341503 -0.799308 4.183428 0.01 -0.05 0.02 0.249
H 4.623053 -0.079258 5.374397 -0.02 0.03 -0.06 0.234
H 3.838868 1.091698 4.302102 0.02 -0.05 0.00 0.238
H 5.434845 0.446186 3.899295 -0.03 0.03 0.06 0.226
H 4.983974 -2.984625 4.547182 0.00 -0.01 -0.06 0.234
H 5.790106 -2.426758 3.074435 -0.02 -0.05 0.01 0.231
H 4.436733 -3.560973 2.963544 0.01 0.04 0.02 0.242
H 5.561448 0.035236 1.683141 -0.02 0.01 -0.02 0.208
H 5.569585 0.903795 -0.642903 -0.01 0.01 0.01 0.221
H 3.465163 0.741251 -1.961644 -0.03 0.01 0.02 0.194
C -1.807598 0.497913 -5.875401 0.01 0.00 0.02 -0.586
C -2.168113 -0.244372 -4.582830 -0.06 -0.07 -0.03 -0.175
C -3.278738 0.492579 -3.816813 0.02 0.00 0.01 -0.588
C -2.584070 -1.693160 -4.878247 0.02 0.02 0.01 -0.587
C -0.992373 -0.277648 -3.706083 -0.21 0.10 -0.15 0.499
N -0.117213 -0.278402 -2.968183 0.17 -0.09 -0.24 -0.530
H -2.691285 0.523190 -6.513728 0.02 0.01 -0.01 0.222
H -1.004394 -0.006553 -6.413352 -0.02 0.00 0.01 0.221
H -1.500876 1.523078 -5.667324 0.00 -0.01 0.00 0.225
H -4.179008 0.492249 -4.432372 0.00 0.00 0.01 0.220
H -2.992121 1.523976 -3.612030 -0.01 -0.02 0.00 0.226
H -3.497262 0.001165 -2.867678 0.01 0.01 -0.02 0.237
H -3.458397 -1.675656 -5.529693 0.01 -0.01 0.01 0.221
H -2.843332 -2.220173 -3.959798 0.01 0.01 -0.01 0.231
H -1.785607 -2.238867 -5.381629 -0.02 0.01 0.00 0.221
```
Forces are in eV/Å.

## Properties
Multiplicity ... 6
Max |F| ... 1.1 eV/A
Highest occupied orbital energy (alpha / beta) ... -6.96 / -7.09 eV
<S²> ... 8.757
LUMO (alpha / beta) ... 0.379 / 0.367 eV



2.
The following is a DFT calculation (ωB97M-V with the def2-TZVPD basis set) of C22H34N2O3OsP2S2 as an isolated structure at a distorted geometry.

The geometry in XYZ format:
```
66
Properties=species:S:1:pos:R:3:forces:R:3:nbo_charge:R:1
Os -0.077917 -0.135121 0.117805 -0.23 -1.63 3.81 0.604
P -0.567920 0.244428 2.358574 -0.60 -0.67 -0.36 1.128
P 0.854951 0.406122 -2.632465 0.49 1.89 4.16 1.445
N -1.808778 -0.336207 -0.231189 -3.54 0.52 -1.69 -0.687
H 1.709085 -1.103900 2.791144 -0.03 -0.13 -1.07 0.128
C 0.325156 1.623856 3.104552 0.03 0.14 0.69 -0.966
H 0.139112 1.626864 4.186213 0.05 0.24 -0.11 0.223
H -0.095255 2.524446 2.651650 0.16 0.03 0.09 0.244
H 1.408007 1.605035 2.934449 -0.28 -0.17 -0.11 0.250
C -0.512778 -1.107825 3.632379 0.11 -0.07 0.38 -0.948
H -1.211484 -0.831127 4.443223 0.26 -0.16 -0.29 0.219
H 0.506602 -1.158949 4.061313 -0.73 -0.13 -0.11 0.232
H -0.796350 -2.110582 3.236403 0.27 0.86 0.07 0.259
C -2.297190 0.748014 2.492347 -0.81 0.02 0.63 -0.961
H -2.648510 0.579637 3.521855 0.02 0.28 -0.19 0.214
H -2.979845 0.199230 1.816552 0.66 0.21 0.26 0.270
H -2.356727 1.810645 2.262144 -0.18 0.04 -0.07 0.236
C 2.345512 0.862314 -3.464523 0.63 -0.83 -1.00 -1.011
H 2.278235 0.535199 -4.503212 0.32 0.05 -0.19 0.232
H 3.187317 0.359679 -2.969548 -0.30 0.27 -0.16 0.280
H 2.464508 1.942077 -3.417122 -0.14 0.01 0.07 0.270
C 0.664457 -1.318366 -2.193276 0.46 -1.33 -0.55 -1.022
H 0.119096 -1.731922 -3.045401 0.29 -0.51 -0.29 0.244
H -0.058344 -1.543368 -1.343361 0.83 0.13 -0.99 0.290
H 1.655447 -1.818778 -2.015380 -1.12 0.46 -0.10 0.306
C -0.538221 0.911013 -3.541577 -0.77 0.58 -1.41 -1.031
H -0.285938 0.833246 -4.606498 -0.23 -0.07 0.01 0.242
H -0.747663 1.967832 -3.325013 -0.06 -0.42 0.03 0.285
H -1.400657 0.282280 -3.332102 -0.12 0.14 0.15 0.285
C -2.888921 0.267955 -0.823076 -0.23 0.30 -0.57 0.095
C -4.084723 2.303841 -1.502837 0.07 0.00 0.12 -0.231
C -3.001020 1.695721 -0.887467 0.38 -0.46 0.16 -0.230
C -3.933414 -0.485991 -1.461462 0.63 0.00 0.63 -0.267
C -5.030543 0.130123 -2.048413 0.25 0.21 0.12 -0.202
C -5.102930 1.527387 -2.072779 -0.23 0.29 -0.02 -0.275
H -4.129517 3.404723 -1.515639 -0.10 -0.62 -0.09 0.207
H -2.174449 2.271960 -0.444672 -0.47 -0.19 -0.22 0.210
H -3.819699 -1.570305 -1.436366 -0.19 0.19 -0.04 0.210
H -5.842078 -0.470087 -2.476951 0.40 0.24 0.12 0.208
H -5.965829 2.025424 -2.513783 0.18 -0.15 0.04 0.204
C 2.034720 -1.566897 1.817910 -0.25 0.84 0.52 0.094
O 0.992133 -1.617654 0.838826 2.53 -1.02 0.95 -0.842
C 3.236231 -0.674621 1.377997 0.54 0.03 -0.39 -0.646
H 4.082786 -1.295528 0.987837 -0.72 0.58 0.41 0.205
H 3.597587 -0.064241 2.220521 0.09 -0.49 0.07 0.194
H 3.003499 0.110662 0.616099 -0.27 -0.94 0.37 0.226
C 2.443281 -2.989094 2.189378 1.17 -0.78 -1.01 -0.633
H 3.467062 -3.069110 2.592730 -0.18 0.45 -0.15 0.208
H 2.488025 -3.536200 1.216510 -0.19 0.04 0.76 0.218
H 1.852981 -3.544571 2.926617 -0.54 0.40 -0.40 0.205
O 4.936611 -4.336296 -1.356763 0.89 0.03 0.23 -0.811
S 6.019401 -3.937704 -0.459107 -0.79 0.83 -0.24 1.776
O 5.655797 -3.323464 0.815837 0.55 -0.36 -0.47 -0.815
N 3.901372 -1.220139 -1.510544 2.31 -0.40 -0.17 -0.297
C 5.059948 -1.354109 -1.546724 -4.17 0.81 -0.16 0.277
S 0.917016 1.558118 -0.848312 1.44 1.47 -2.75 -0.430
C 6.437688 -1.441462 -1.689635 1.18 -0.37 -0.08 -0.122
C 7.159577 -0.346355 -2.165369 0.12 -0.12 0.12 -0.164
C 8.533958 -0.491963 -2.294313 0.61 -0.90 0.16 -0.192
C 9.153056 -1.726875 -1.974142 -0.89 0.55 0.20 -0.169
C 8.409980 -2.800272 -1.435498 1.49 -0.01 -0.18 -0.215
C 7.063875 -2.645711 -1.340092 -1.00 -0.08 0.69 -0.206
H 6.647146 0.597499 -2.401136 0.27 -0.58 0.15 0.243
H 9.138315 0.357323 -2.610763 -0.10 -0.32 -0.05 0.232
H 10.215976 -1.840807 -2.093702 0.21 0.06 0.02 0.228
H 8.919089 -3.710003 -1.053640 -0.42 0.70 -0.51 0.243
```
Forces are in eV/Å.

## Properties
Multiplicity ... 5
Max |F| ... 4.6 eV/A
Highest occupied orbital energy (alpha / beta) ... -4.65 / -6.55 eV
ΔE to the lowest compared entry with this formula, charge and spin ... 15.2 kcal per mole
<S²> ... 6.038
LUMO (alpha / beta) ... -0.812 / -2.750 eV



> What is the max |F| in the first record?

1.1 eV/A



> Number 2 is which compound?

C22H34N2O3OsP2S2



> Which value of max |F| does entry 1 give?

1.1 eV/A



> Which value of max |F| does entry 1 give?

1.1 eV/A